Formula: C26H18BrF15N2O2Re
Source: OMol25
Level of theory: ωB97M-V with the def2-TZVPD basis set

## Properties
E_HOMO (spin up / spin down): -8.623 / -8.814 eV
max |F|: 0.378 eV/Å
HOMO-LUMO gap (spin up / spin down): 7.88 / 7.38 eV
DFT total energy: -147265.5319 eV

Structure (ORCA input):
```
! RIJCOSX wB97M-V def2-TZVPD def2/J DEFGRID3
* xyz 0 4
Re 0.13 -0.43 -0.71
C 1.29 -1.95 2.01
N 1.51 -1.50 0.63
C 2.66 -1.82 0.10
C 2.85 -1.52 -1.26
C 3.89 -1.60 -2.18
C 3.40 -1.03 -3.37
C 2.10 -0.61 -3.12
N 1.75 -0.93 -1.85
C 1.20 -0.83 3.02
C 0.17 -0.83 3.96
C 0.09 0.17 4.92
C 1.02 1.19 4.94
C 2.06 1.19 4.02
C 2.15 0.18 3.07
H 2.13 -2.61 2.28
H 0.39 -2.54 2.05
H 3.42 -2.32 0.69
H 4.87 -2.01 -2.01
H 3.93 -0.90 -4.30
H 1.42 -0.09 -3.76
H -0.57 -1.62 3.94
H -0.72 0.16 5.64
H 0.95 1.98 5.68
H 2.80 1.98 4.03
H 2.96 0.19 2.35
Br -4.50 -3.86 2.87
C -3.16 -2.95 1.90
C -2.92 -1.61 2.15
C -1.94 -0.94 1.43
C -1.19 -1.60 0.46
C -1.45 -2.95 0.22
C -2.43 -3.63 0.94
H -3.50 -1.09 2.91
H -1.77 0.11 1.65
H -0.88 -3.50 -0.52
H -2.62 -4.68 0.75
F 3.08 3.41 0.36
C 2.63 2.43 -0.43
F 3.41 2.38 -1.51
F 2.81 1.27 0.23
C 1.13 2.56 -0.84
O 0.69 1.42 -1.40
C 0.26 2.92 0.40
F 0.58 4.09 0.95
F -1.04 2.93 0.10
F 0.43 1.95 1.33
C 1.02 3.68 -1.92
F 1.73 4.77 -1.58
F 1.46 3.25 -3.10
F -0.25 4.07 -2.09
C -3.51 1.43 -2.02
C -2.53 0.28 -2.26
O -1.56 0.33 -1.28
C -1.84 0.46 -3.63
F -2.69 0.32 -4.66
F -1.29 1.68 -3.72
F -0.84 -0.43 -3.80
C -3.30 -1.06 -2.22
F -2.49 -2.11 -2.47
F -4.30 -1.10 -3.11
F -3.84 -1.24 -1.01
H -2.97 2.37 -2.07
H -3.94 1.31 -1.03
H -4.31 1.43 -2.77
*
```